Density functional theory data (ωB97M-V/def2-TZVPD) for a molecular structure, C8H32B4O4S2V at a distorted geometry.

Computed properties:
* LUMO level (alpha / beta): 0.1579 / 0.1576 Ha
* HOMO energy (alpha / beta): 1.3 / -1.2 eV
* ⟨S²⟩: 3.7556
* 2S+1: 4
* net charge: -2
* electronic energy: -67056.2124 eV

Positions of all 51 atoms, in Å:
V 0.074 0.009 0.679
B 1.357 -0.207 -1.092
H 0.360 -0.578 -1.274
H 1.833 -0.894 -0.410
H 1.779 -0.116 -2.081
H 1.286 0.784 -0.671
B 1.807 -0.158 2.137
H 2.004 0.393 1.230
H 1.404 0.474 2.913
H 1.163 -1.000 1.936
H 2.765 -0.487 2.507
B -1.736 0.886 -0.506
H -0.804 1.335 -0.812
H -2.540 1.264 -1.119
H -1.704 -0.192 -0.522
H -1.887 1.130 0.534
B -1.272 -0.467 2.453
H -1.662 -0.782 1.498
H -0.595 -1.203 2.858
H -0.712 0.455 2.416
H -2.020 -0.418 3.229
C -2.132 -5.048 -1.054
C -1.289 -4.280 -2.169
C 0.166 -4.118 -1.654
S -0.083 -3.665 0.151
O -0.034 -2.190 0.402
O 0.791 -4.520 0.876
C -1.880 -4.279 0.272
H -1.670 -6.025 -0.918
H -3.169 -5.299 -1.281
H -1.773 -3.330 -2.396
H -1.318 -4.950 -3.028
H 0.804 -3.417 -2.192
H 0.666 -5.082 -1.747
H -2.429 -3.369 0.514
H -1.818 -4.930 1.144
C 1.480 4.409 -1.471
C 0.515 5.373 -0.770
C -0.317 4.589 0.258
S 0.889 3.495 1.106
O 0.356 2.090 1.148
O 1.316 4.149 2.340
C 2.169 3.649 -0.239
H 2.186 4.964 -2.090
H 1.056 3.647 -2.125
H -0.216 5.814 -1.447
H 1.130 6.138 -0.297
H -1.105 3.889 -0.022
H -0.751 5.198 1.051
H 2.566 2.662 -0.473
H 2.993 4.205 0.209


Density functional theory data (ωB97M-V/def2-TZVPD) for 9 unconnected molecules or ions with the total composition C8H32ClN16O12 at a distorted geometry.

Computed properties:
* LUMO level: 0.0681 Ha
* HOMO energy: -7.4 eV
* energy above the lowest of the compared OMol25 structures with the same formula, charge and spin: 11.07 kcal/mol
* 2S+1: 1
* net charge: -1
* electronic energy: -69753.8514 eV

Positions of all 69 atoms, in Å:
Cl 18.673 37.848 15.988
O 19.527 36.862 16.594
O 17.400 37.199 15.678
O 18.372 38.963 16.847
O 19.158 38.302 14.701
C 15.484 37.004 18.795
O 14.988 37.166 19.900
N 16.311 35.964 18.447
N 15.247 37.827 17.730
H 16.563 35.176 19.008
H 16.451 35.907 17.453
H 15.848 37.780 16.922
H 14.458 38.441 17.777
C 16.331 40.394 12.361
O 15.850 39.381 11.879
N 17.191 40.419 13.422
N 15.887 41.639 11.977
H 17.343 41.315 13.840
H 17.699 39.591 13.671
H 15.188 41.655 11.258
H 16.468 42.453 12.064
C 18.072 33.098 16.266
O 17.988 31.996 16.790
N 17.706 33.305 14.959
N 18.467 34.198 16.963
H 17.166 32.546 14.585
H 17.499 34.248 14.674
H 18.509 34.008 17.948
H 18.624 35.119 16.588
C 20.261 40.720 10.542
O 19.983 40.629 9.344
N 19.887 39.739 11.411
N 20.927 41.790 11.048
H 19.373 38.975 11.018
H 20.128 39.840 12.384
H 21.039 41.822 12.056
H 21.496 42.375 10.471
C 21.646 39.154 19.498
O 20.643 39.506 20.114
N 22.862 39.743 19.647
N 21.605 38.081 18.658
H 22.932 40.573 20.203
H 23.693 39.331 19.267
H 20.820 37.778 18.105
H 22.476 37.713 18.313
C 20.630 35.131 12.854
O 21.252 34.233 12.309
N 20.891 36.461 12.613
N 19.544 34.928 13.653
H 20.652 37.188 13.267
H 21.587 36.681 11.925
H 19.376 33.981 13.949
H 19.138 35.687 14.168
C 19.765 42.393 14.415
O 20.466 41.553 13.867
N 19.920 43.730 14.212
N 18.841 42.034 15.355
H 20.583 43.965 13.495
H 19.482 44.467 14.729
H 18.884 41.060 15.624
H 18.358 42.687 15.943
C 17.626 41.430 20.958
O 16.548 41.943 21.250
N 17.793 40.475 20.008
N 18.814 41.942 21.439
H 17.072 40.020 19.480
H 18.741 40.173 19.839
H 19.665 41.536 21.090
H 18.727 42.540 22.236


Density functional theory data (ωB97M-V/def2-TZVPD) for 8 unconnected molecules or ions with the total composition C8H32N12O8 at a distorted geometry.

Computed properties:
* SMILES: NC(N)=O.NC(N)=O.NC(N)=O.NC(N)=O.NC(N)=O.NC(N)=O.CO.CO
* LUMO level: -0.0054 Ha
* HOMO energy: -8.4 eV
* energy above the lowest of the compared OMol25 structures with the same formula, charge and spin: 106.72 kcal/mol
* 2S+1: 1
* electronic energy: -43077.8169 eV

Positions of all 60 atoms, in Å:
C 0.454 -14.557 -14.969
O 1.641 -15.260 -14.522
H 0.508 -14.195 -15.995
H -0.382 -15.255 -15.016
H 0.084 -13.828 -14.248
H 1.416 -16.185 -14.395
C 1.875 -15.252 -10.903
O 3.197 -15.702 -11.137
H 1.573 -14.789 -11.843
H 1.227 -16.121 -10.792
H 1.956 -14.590 -10.042
H 3.697 -14.888 -11.230
C 2.791 -11.640 -12.425
O 3.561 -11.970 -11.585
N 2.279 -12.499 -13.298
N 2.460 -10.387 -12.582
H 1.633 -12.144 -13.988
H 2.482 -13.473 -13.129
H 2.961 -9.658 -12.094
H 1.837 -10.133 -13.336
C -2.478 -15.473 -11.228
O -3.328 -15.526 -12.086
N -2.208 -16.460 -10.461
N -1.686 -14.456 -10.981
H -2.864 -17.226 -10.409
H -1.406 -16.284 -9.874
H -2.022 -13.730 -11.597
H -1.068 -14.268 -10.204
C -0.451 -13.135 -7.931
O -0.176 -14.231 -8.378
N 0.038 -12.028 -8.384
N -1.449 -12.798 -7.119
H 0.937 -11.895 -8.825
H -0.410 -11.261 -7.903
H -1.622 -11.845 -6.834
H -2.246 -13.407 -7.000
C 5.908 -12.856 -8.827
O 6.916 -13.130 -8.268
N 4.830 -13.611 -8.734
N 5.775 -11.801 -9.532
H 3.988 -13.321 -9.212
H 4.797 -14.479 -8.219
H 4.856 -11.887 -9.941
H 6.346 -10.969 -9.584
C 2.824 -15.969 -7.138
O 3.994 -15.947 -7.182
N 2.085 -17.047 -7.201
N 2.168 -14.895 -6.825
H 1.082 -16.938 -7.230
H 2.458 -17.959 -7.426
H 1.248 -14.805 -7.230
H 2.574 -14.038 -6.478
C 5.155 -18.704 -10.257
O 5.097 -18.331 -9.127
N 6.062 -19.333 -10.873
N 4.227 -18.328 -11.091
H 6.771 -19.800 -10.326
H 5.880 -19.648 -11.815
H 4.238 -18.593 -12.066
H 3.804 -17.442 -10.855


Density functional theory data (ωB97M-V/def2-TZVPD) for 8 unconnected molecules or ions with the total composition C8H32N16O8 at a distorted geometry.

Computed properties:
* SMILES: NC(N)=O.NC(N)=O.NC(N)=O.NC(N)=O.NC(N)=O.NC(N)=O.NC(N)=O.NC(N)=O
* LUMO level: 0.0039 Ha
* HOMO energy: -9.2 eV
* energy above the lowest of the compared OMol25 structures with the same formula, charge and spin: 55.84 kcal/mol
* 2S+1: 1
* electronic energy: -49044.1561 eV

Positions of all 64 atoms, in Å:
C 18.729 -17.064 25.922
O 18.033 -16.049 25.742
N 20.021 -17.117 25.590
N 18.197 -18.074 26.578
H 20.609 -17.907 25.786
H 20.258 -16.348 24.981
H 17.421 -17.735 27.126
H 18.727 -18.898 26.805
C 23.659 -8.158 27.327
O 24.033 -7.554 26.318
N 24.495 -8.186 28.393
N 22.590 -8.862 27.630
H 25.291 -7.615 28.153
H 24.456 -8.918 29.077
H 21.893 -9.117 26.949
H 22.745 -9.372 28.478
C 21.588 -14.173 28.754
O 21.893 -13.321 29.549
N 21.751 -14.120 27.404
N 20.950 -15.346 29.142
H 21.521 -14.852 26.762
H 22.293 -13.331 27.066
H 20.981 -16.077 28.454
H 21.089 -15.433 30.137
C 19.990 -9.001 21.512
O 18.802 -9.331 21.597
N 20.926 -9.270 22.412
N 20.428 -8.433 20.351
H 20.636 -9.869 23.183
H 21.857 -9.490 22.095
H 19.697 -8.226 19.693
H 21.259 -7.865 20.341
C 16.694 -14.747 22.804
O 17.141 -13.742 23.365
N 15.618 -14.744 21.995
N 17.264 -15.948 23.013
H 15.366 -15.511 21.398
H 15.101 -13.891 21.870
H 16.711 -16.766 22.826
H 17.892 -15.895 23.807
C 23.824 -11.307 25.439
O 23.414 -11.986 26.376
N 25.067 -11.374 24.934
N 23.135 -10.442 24.615
H 25.190 -11.075 23.985
H 25.759 -11.915 25.426
H 22.126 -10.453 24.809
H 23.433 -9.523 24.328
C 16.466 -12.195 19.349
O 17.528 -12.821 19.299
N 15.734 -11.953 18.260
N 15.871 -11.750 20.478
H 15.025 -11.244 18.323
H 16.153 -12.180 17.374
H 16.291 -11.865 21.386
H 14.947 -11.364 20.400
C 19.678 -11.653 24.554
O 20.454 -10.744 24.928
N 19.688 -12.876 25.104
N 18.683 -11.444 23.699
H 20.574 -13.176 25.476
H 19.124 -13.459 24.494
H 18.595 -10.461 23.475
H 17.823 -11.974 23.708


Density functional theory data (ωB97M-V/def2-TZVPD) for a molecular structure, C8H32N17O11V at a distorted geometry.

Computed properties:
* LUMO level (alpha / beta): 0.0045 / 0.0041 Ha
* HOMO energy (alpha / beta): -4.8 / -9.4 eV
* ⟨S²⟩: 6.0021
* 2S+1: 5
* electronic energy: -82356.5639 eV

Positions of all 69 atoms, in Å:
V -12.951 -26.734 -11.347
N -12.751 -23.571 -10.357
O -13.337 -23.588 -9.286
O -12.801 -22.640 -11.115
O -12.217 -24.623 -10.759
C -14.635 -21.322 -14.984
O -13.752 -21.929 -15.515
N -15.201 -20.365 -15.639
N -14.880 -21.551 -13.677
H -15.358 -20.417 -16.636
H -15.914 -19.858 -15.134
H -14.628 -22.435 -13.257
H -15.556 -20.943 -13.237
C -10.896 -24.098 -5.516
O -10.589 -24.816 -4.542
N -10.835 -24.460 -6.747
N -11.219 -22.865 -5.318
H -10.689 -25.445 -6.915
H -11.511 -23.960 -7.306
H -11.613 -22.340 -6.086
H -11.020 -22.460 -4.414
C -9.460 -26.878 -11.280
O -10.680 -26.896 -11.354
N -8.592 -25.917 -11.453
N -8.790 -27.932 -10.934
H -7.602 -26.113 -11.497
H -9.019 -25.072 -11.804
H -7.915 -28.047 -11.425
H -9.381 -28.744 -11.035
C -8.550 -22.863 -10.363
O -8.855 -22.582 -11.485
N -7.445 -22.514 -9.853
N -9.214 -23.540 -9.562
H -7.188 -22.877 -8.947
H -6.783 -21.828 -10.188
H -8.880 -23.714 -8.625
H -10.206 -23.628 -9.730
C -17.037 -22.667 -8.794
O -17.520 -23.810 -8.925
N -15.918 -22.156 -8.327
N -17.705 -21.667 -9.210
H -15.685 -21.174 -8.326
H -15.150 -22.792 -8.166
H -18.596 -21.873 -9.639
H -17.356 -20.721 -9.164
C -15.789 -25.038 -11.970
O -14.756 -25.661 -11.843
N -16.063 -23.891 -11.419
N -16.754 -25.342 -12.824
H -17.013 -23.550 -11.457
H -15.238 -23.564 -10.936
H -16.530 -26.226 -13.258
H -17.733 -25.097 -12.768
C -12.395 -25.206 -14.352
O -12.647 -26.074 -13.527
N -12.522 -25.476 -15.580
N -11.909 -24.022 -14.047
H -12.621 -26.476 -15.680
H -12.156 -24.718 -16.138
H -12.054 -23.188 -14.597
H -11.789 -23.877 -13.055
C -13.411 -19.208 -9.944
O -13.294 -18.183 -9.239
N -13.907 -19.436 -11.138
N -13.106 -20.393 -9.408
H -13.924 -18.596 -11.698
H -13.887 -20.368 -11.527
H -13.069 -21.251 -9.939
H -12.757 -20.430 -8.461